Record 1
2 unconnected molecules or ions with the total composition C23H48BrN3O8P2S at a distorted geometry, computed with wB97M-V/def2-TZVPD.

```
86
Properties=species:S:1:pos:R:3:forces:R:3
C 3.299000 -2.989385 0.834345 0.7 0.1 -0.5
C 3.400327 -2.137827 -0.453464 -0.9 0.2 0.5
C 2.554552 -0.859706 -0.323320 0.3 -0.3 -0.2
C 2.282501 -0.185068 -1.665378 -0.3 0.8 0.4
C 1.159239 0.860340 -1.596795 -0.6 -0.9 -0.1
C -0.208596 0.178701 -1.411968 0.0 0.4 0.5
C -1.380018 1.180254 -1.491082 0.4 -0.1 -0.1
C -2.580914 0.732938 -2.330018 0.0 -0.2 0.0
C -3.034628 -0.733219 -2.154432 -0.4 -0.2 -0.1
C -4.517952 -0.892933 -1.743455 0.5 0.1 0.0
C -4.792622 -2.106146 -0.862300 -0.8 0.4 -0.7
C -4.704990 -3.407341 -1.734285 0.9 0.2 0.4
C -3.676367 -4.534803 -1.518249 -0.1 -1.6 -1.3
N -4.202661 -5.629790 -2.376371 -0.4 0.3 0.3
N -2.314533 -4.203647 -1.988332 -0.1 0.7 0.3
N -3.632745 -5.083749 -0.181076 0.3 0.3 0.2
O -6.226403 -2.032751 -0.551843 -0.2 -0.3 0.2
C -6.423726 -2.839367 0.526535 0.4 0.1 -0.2
O -7.457670 -3.300744 0.870419 -0.1 0.0 0.1
O -5.230557 -3.036715 1.151175 0.2 -0.4 0.3
C -4.305703 -2.078389 0.610840 -0.8 0.7 -0.3
C -4.786693 -0.734695 1.308509 0.4 0.2 0.4
C -3.727993 0.141579 1.935437 0.4 0.5 -0.1
O -2.991601 0.834839 1.309909 -0.1 -0.1 -0.1
Br -3.602195 0.224484 3.865993 -0.3 -0.1 0.0
P -2.533299 -2.424771 1.038712 0.2 -1.5 1.2
S -2.320446 -3.085639 2.851733 0.0 0.2 0.0
H 2.685968 -3.871331 0.660787 -0.2 0.1 0.2
H 4.290390 -3.348000 1.114045 -0.1 -0.1 0.2
H 2.902012 -2.390810 1.652055 -0.1 -0.2 0.1
H 4.430213 -1.871237 -0.687502 0.0 -0.2 -0.2
H 2.954736 -2.713265 -1.267171 0.4 0.0 -0.2
H 3.077558 -0.143715 0.318393 -0.1 0.0 0.1
H 1.635114 -1.142779 0.194220 -0.1 0.1 -0.1
H 1.992292 -0.910644 -2.429900 0.3 -0.1 0.0
H 3.192564 0.338760 -1.969833 0.1 -0.3 -0.3
H 1.306094 1.534558 -0.750621 0.2 0.3 -0.2
H 1.094225 1.406964 -2.540446 0.3 0.3 0.1
H -0.205220 -0.245632 -0.404035 -0.1 -0.3 -0.1
H -0.331022 -0.657813 -2.106690 0.1 0.1 -0.2
H -1.679854 1.435200 -0.477414 -0.1 0.0 -0.1
H -0.988732 2.097032 -1.940251 -0.1 0.1 0.0
H -2.345865 0.884028 -3.385429 0.0 0.0 0.0
H -3.429112 1.387178 -2.117106 0.0 0.1 0.0
H -2.409226 -1.296901 -1.457630 0.2 0.3 0.1
H -2.912703 -1.234551 -3.118787 0.1 -0.1 0.1
H -4.872061 0.030280 -1.287813 0.0 -0.1 0.2
H -5.116870 -1.030531 -2.644231 -0.2 0.1 0.1
H -5.679060 -3.889242 -1.725973 0.0 0.0 0.3
H -4.561427 -3.075934 -2.764833 0.0 0.0 0.0
H -3.571349 -6.420651 -2.339808 0.0 0.0 -0.1
H -4.326613 -5.321426 -3.333437 0.1 -0.1 -0.1
H -2.288840 -3.288858 -2.424512 0.0 0.1 0.1
H -2.060348 -4.848077 -2.723454 0.1 -0.2 0.1
H -4.180250 -5.929879 -0.114747 -0.2 0.1 0.0
H -2.684616 -5.290383 0.100790 0.0 0.0 -0.1
H -5.506479 -0.971868 2.086368 0.0 -0.3 0.0
H -5.290630 -0.088809 0.595194 0.1 0.0 -0.1
H -2.026510 -3.368363 0.151363 -0.1 0.5 -0.6
H -1.836085 -1.244414 0.757587 -0.3 0.1 -0.3
C 7.018305 2.486005 0.254509 -0.1 0.2 0.0
C 5.780683 1.745084 0.724247 0.1 -0.2 -0.2
O 5.091401 2.427991 1.780265 0.3 0.3 -0.4
P 4.241060 3.737222 1.451025 -1.0 -1.6 4.0
O 3.124456 3.450692 0.541112 0.9 1.1 -1.6
O 3.603550 3.993424 2.911533 0.1 0.3 -0.3
C 2.190273 4.105727 3.088962 -0.3 -0.1 0.1
C 1.594300 2.778503 3.501479 0.0 -0.2 0.1
O 5.366786 4.856965 1.568222 -0.2 0.2 -1.9
C 5.166146 6.132958 0.916980 -0.1 0.3 -0.1
C 4.014019 6.911449 1.517805 -0.1 -0.1 0.1
H 6.756413 3.418322 -0.248353 0.0 0.0 0.0
H 7.582826 1.871144 -0.447027 0.0 0.0 0.0
H 7.656927 2.739438 1.100341 0.0 -0.1 0.0
H 5.093109 1.572041 -0.108713 -0.1 0.0 0.0
H 6.060333 0.773791 1.129417 -0.1 0.0 0.1
H 1.714053 4.482186 2.183309 0.1 -0.1 -0.1
H 2.030692 4.851509 3.869867 0.1 0.0 0.0
H 1.903685 1.983004 2.823218 -0.1 0.1 -0.1
H 0.504425 2.827297 3.510623 0.0 0.0 0.0
H 1.936365 2.501606 4.499616 0.0 0.0 0.0
H 5.009859 5.974073 -0.152402 0.0 -0.1 0.0
H 6.099352 6.679629 1.035133 0.1 -0.1 0.1
H 3.057387 6.425500 1.314946 0.0 0.0 -0.1
H 3.978599 7.915132 1.093990 0.0 0.0 0.0
H 4.123395 6.983972 2.599482 0.1 0.1 0.0
```
Forces are in eV/Å.

The LUMO energy comes out at 0.27 eV. For the energy above the lowest of the compared OMol25 structures with the same formula, charge and spin, the calculation gives 0.000 eV. The value obtained for the HOMO-LUMO gap is 0.3248 Eh. The value obtained for the HOMO energy is -8.56 eV.



Record 2
10 unconnected molecules or ions with the total composition C23H48BrO41PS9 at a distorted geometry, computed with wB97M-V/def2-TZVPD.

```
123
Properties=species:S:1:pos:R:3:forces:R:3
C 3.240524 -3.782872 3.532096 -0.4 0.1 0.5
C 3.350798 -2.472728 4.381419 -0.5 -1.2 -1.2
O 4.753380 -2.102368 4.348889 -1.0 -1.1 0.3
O 4.791011 -0.722230 4.132641 0.7 1.4 -1.7
P 5.157522 -0.408114 2.531269 0.2 -0.2 0.9
O 5.427977 1.027653 2.440436 -0.2 -0.2 -0.3
O 6.469661 -1.353886 2.221348 -1.9 0.8 0.9
O 3.861297 -0.932088 1.697526 2.1 0.3 0.4
C 3.704415 -0.325416 0.393084 -1.3 0.4 -1.7
C 3.737474 -1.335139 -0.795802 0.5 -0.1 -0.2
C 4.865207 -2.410330 -0.717572 -0.9 0.5 -0.9
Br 6.615717 -1.518072 -1.056734 -0.6 -0.4 0.3
H 2.175530 -4.110171 3.564832 0.7 0.1 -0.1
H 3.496913 -3.604333 2.460896 -0.1 0.0 0.9
H 3.874405 -4.594616 3.954714 -0.4 0.6 -0.3
H 2.744927 -1.708926 3.848308 0.5 -0.3 0.6
H 2.970796 -2.605663 5.420078 0.5 0.2 -0.6
H 6.931413 -1.372660 3.082384 0.1 -0.2 -0.5
H 2.684608 0.136857 0.387882 0.8 -0.3 0.2
H 4.415949 0.496091 0.168545 -0.1 -0.6 0.7
H 2.748672 -1.819000 -0.999728 0.8 0.2 0.6
H 3.952903 -0.729120 -1.713970 -0.2 -0.4 0.7
H 4.730368 -3.075364 -1.600119 0.2 0.3 0.9
H 4.856180 -2.965151 0.239184 0.4 0.4 -0.6
O 0.498168 -4.490609 1.124161 0.4 0.2 -0.3
S 0.014556 -3.198194 0.774515 -1.1 0.0 0.9
O 0.353265 -2.559247 -0.448831 0.3 -0.4 -0.1
O 0.357069 -2.194559 1.990933 0.1 -0.5 -0.2
C -0.850629 -1.607151 2.483419 -0.5 0.5 -0.1
C -1.927510 -2.631758 2.204808 0.1 -0.5 0.4
O -1.584867 -3.191157 0.923753 3.1 -1.3 1.3
H -1.031080 -0.681711 1.929871 0.0 0.0 0.0
H -0.760031 -1.382218 3.543993 0.2 -0.2 0.0
H -2.919237 -2.192577 2.176460 0.1 -0.1 -0.2
H -1.908343 -3.431010 2.933158 0.1 0.0 -0.2
O -1.385111 -0.381891 -0.998929 0.1 -0.2 0.3
S -2.652352 -1.030916 -0.958847 -1.2 0.6 -0.8
O -2.975968 -2.001229 0.027519 -1.9 2.4 -1.9
O -2.946036 -1.656373 -2.415018 0.4 0.3 0.4
C -4.166778 -1.113669 -2.929761 -0.5 -0.1 0.1
C -4.286475 0.258891 -2.305635 0.1 0.2 -0.1
O -3.802395 0.093472 -0.969267 2.7 -0.5 -1.7
H -4.987068 -1.761608 -2.616790 0.0 0.0 0.0
H -4.133397 -1.070206 -4.017818 0.3 0.0 0.1
H -5.313233 0.627806 -2.301942 0.7 -0.5 0.7
H -3.642341 0.981875 -2.813350 -0.1 0.0 -0.1
O -6.012339 1.733196 -3.529862 -1.0 0.7 -0.6
S -6.222210 3.039933 -4.058805 0.4 0.4 -0.8
O -6.963191 4.031636 -3.371989 0.0 -0.2 0.3
O -6.808753 2.894160 -5.554727 0.4 -0.3 0.5
C -5.931310 3.548096 -6.482301 0.1 0.6 -0.1
C -4.559104 3.453568 -5.847571 0.1 -0.5 -0.5
O -4.787751 3.643833 -4.447932 -0.7 0.2 0.2
H -6.253272 4.587083 -6.585683 0.0 0.0 0.0
H -5.970783 3.060373 -7.454190 -0.1 -0.2 0.2
H -3.871686 4.204777 -6.227919 0.0 0.0 0.3
H -4.125756 2.463969 -5.987950 0.0 0.1 -0.1
O -1.847805 2.352401 -5.781938 0.0 -0.3 -0.1
S -0.897100 1.370748 -5.377749 0.7 0.1 0.9
O -0.726255 0.149799 -6.076703 -0.2 0.2 -0.3
O -1.145859 1.049030 -3.821529 -0.1 0.5 -0.6
C 0.047741 1.310106 -3.074044 0.7 -0.2 0.2
C 0.759653 2.402663 -3.846573 -0.3 0.4 0.4
O 0.539569 2.079085 -5.225858 -0.4 -0.5 -0.1
H 0.638998 0.392447 -3.044847 0.0 0.0 0.1
H -0.197182 1.612309 -2.058702 -0.2 -0.1 -0.1
H 1.824083 2.442769 -3.626453 0.0 -0.1 -0.3
H 0.312031 3.380944 -3.653466 0.0 0.0 0.0
O -5.413616 -0.277140 0.297808 -1.9 -0.3 1.9
S -5.573163 0.152059 1.637340 -0.8 -0.3 0.0
O -4.647521 1.016861 2.276440 0.0 0.0 -0.2
O -5.787642 -1.155509 2.565779 -0.1 0.2 -0.4
C -7.034676 -1.057062 3.256142 -0.2 0.2 0.4
C -7.922456 -0.219668 2.355839 -0.3 -0.5 -0.3
O -7.054323 0.774685 1.808566 0.5 0.0 0.5
H -6.857086 -0.556784 4.212158 -0.1 0.0 0.0
H -7.447753 -2.048028 3.437176 0.2 0.0 -0.2
H -8.744178 0.244405 2.897154 0.2 0.2 -0.1
H -8.321517 -0.813450 1.529294 0.0 0.0 0.1
O 8.040321 4.313993 -1.686116 -0.2 0.3 -0.3
S 7.454564 5.176264 -0.726944 -0.1 -0.3 0.9
O 7.159106 6.537700 -1.008932 0.0 -0.1 -0.2
O 8.319594 5.105256 0.646099 -3.0 1.1 0.1
C 7.467400 4.683082 1.715578 -0.3 0.4 0.2
C 6.403061 3.821340 1.070161 0.3 -0.6 0.2
O 6.115618 4.470192 -0.173105 0.2 0.6 0.0
H 7.026284 5.573107 2.173550 0.0 -0.1 0.1
H 8.043680 4.138935 2.462612 0.2 0.0 -0.2
H 5.504968 3.743981 1.678155 -0.1 0.1 -0.2
H 6.780349 2.819809 0.854034 -0.1 0.0 0.1
O -8.326999 -4.439852 -2.413108 -0.2 0.1 0.1
S -8.535969 -3.143189 -2.947643 0.2 0.1 -0.5
O -9.279605 -2.146371 -2.266727 0.1 -0.1 0.2
O -9.127473 -3.303734 -4.439526 0.4 -0.2 0.4
C -8.265562 -2.651247 -5.375162 0.1 0.5 -0.2
C -6.884487 -2.719118 -4.754438 0.2 -0.5 -0.3
O -7.102999 -2.520205 -3.354970 -0.7 0.2 0.0
H -8.600777 -1.616808 -5.483416 0.0 0.0 0.0
H -8.308317 -3.148232 -6.342364 -0.1 -0.2 0.2
H -6.212788 -1.960386 -5.150420 -0.1 0.1 0.2
H -6.436430 -3.706863 -4.889963 0.0 0.0 -0.1
O -1.361228 -3.942951 7.177543 0.2 0.2 -0.2
S -2.347588 -3.656625 6.201951 -0.6 -0.2 0.4
O -2.020274 -3.247110 4.880196 0.1 -0.1 0.7
O -3.387017 -2.595636 6.830179 0.3 -0.5 0.0
C -4.707472 -3.142199 6.808625 -0.4 0.0 -0.4
C -4.515027 -4.642789 6.900523 -0.1 0.0 0.6
O -3.355532 -4.910620 6.107957 0.1 0.6 -0.3
H -5.177939 -2.860327 5.862925 0.0 0.0 0.0
H -5.295254 -2.749362 7.636040 0.2 0.1 0.0
H -5.372981 -5.196462 6.525409 0.2 -0.1 -0.2
H -4.303154 -4.953329 7.926687 -0.1 0.0 0.0
O 9.975919 4.126146 -0.055769 3.2 -1.8 -0.6
S 11.301725 3.601057 -0.077710 0.0 0.3 -0.1
O 11.639444 2.389538 -0.734398 -0.1 0.1 0.0
O 11.838579 3.531456 1.446681 -0.2 0.3 -0.3
C 13.030182 4.309180 1.575508 0.5 -0.1 -0.1
C 12.907104 5.398684 0.528032 -0.2 0.4 0.3
O 12.302870 4.758810 -0.596868 0.1 -0.6 0.2
H 13.885280 3.659616 1.372619 0.0 0.1 0.0
H 13.113655 4.712489 2.583070 -0.2 -0.1 0.0
H 13.870487 5.824503 0.255409 -0.1 -0.1 -0.2
H 12.239038 6.196664 0.863123 0.1 0.0 0.0
```
Forces are in eV/Å.

The LUMO energy comes out at -0.01 eV. The value obtained for the HOMO-LUMO gap is 0.3580 Eh. The value obtained for the HOMO energy is -9.76 eV.



Record 3
A molecular structure, C23H48IrNOP3S at a distorted geometry, computed with wB97M-V/def2-TZVPD.

```
78
Properties=species:S:1:pos:R:3:forces:R:3
Ir -0.053356 -0.077612 -0.046659 2.5 0.3 1.2
P 0.334358 -0.864340 2.184468 -0.3 -0.8 1.3
P 2.047453 -0.386661 -1.130702 1.3 -0.3 -1.1
P -0.863338 -1.977877 -0.841918 -1.0 -3.4 -0.9
H -1.480903 1.947458 -1.437006 0.5 -0.4 0.3
C -1.634383 0.904038 -1.128946 -2.2 0.7 0.9
C -2.048728 0.658187 0.236829 -1.8 1.2 -1.8
H -2.182036 1.519376 0.908993 0.7 -0.4 -0.2
C 0.689760 0.251620 3.526197 0.4 0.8 0.2
C 1.608231 -2.115970 2.489180 0.3 -0.6 -0.2
C -1.162989 -1.628491 2.841662 -0.4 -0.5 0.1
C 2.135124 0.085601 -2.883164 -0.1 0.3 -0.6
C 3.550484 0.403485 -0.492839 0.5 0.5 0.4
C 2.689102 -2.093438 -1.226264 0.2 -0.3 0.0
C -2.667420 -2.281972 -0.686340 -0.2 -0.1 -0.1
C -0.283417 -3.630961 -0.245962 -0.1 -0.3 -0.3
C -0.700661 -2.220437 -2.657020 -0.3 -0.1 -0.2
H -2.075039 0.292578 -1.928030 0.4 0.1 0.4
H -2.779834 -0.137956 0.430744 0.6 0.2 0.0
H -0.017170 1.100406 3.548753 0.4 -1.0 -0.1
H 1.721093 0.658579 3.427374 -1.2 -0.8 -0.1
H 0.645919 -0.240841 4.496478 -0.1 -0.4 -0.1
H 2.609699 -1.708019 2.302954 -0.2 -0.1 0.0
H 1.454903 -3.000690 1.861303 0.1 0.2 0.1
H 1.553333 -2.430538 3.552695 0.0 0.3 -0.6
H -1.975071 -0.894385 2.872120 0.1 -0.1 0.0
H -0.961097 -1.978668 3.871547 -0.1 0.2 -0.5
H -1.475869 -2.485244 2.239043 -0.1 0.1 0.1
H 3.143234 -0.141821 -3.289462 -0.5 0.1 0.4
H 1.952278 1.163311 -3.007373 0.0 -0.3 0.1
H 1.392682 -0.458624 -3.480713 0.2 0.2 0.2
H 4.415483 0.089681 -1.112946 -0.5 0.1 0.3
H 3.748176 0.095567 0.544982 -0.1 0.1 -0.3
H 3.497536 1.501503 -0.525415 0.0 -0.6 0.0
H 3.669966 -2.065715 -1.742988 -0.5 0.1 0.3
H 2.032759 -2.758995 -1.795582 0.2 0.2 0.2
H 2.845437 -2.508871 -0.221856 -0.1 0.1 -0.3
H -2.926242 -3.238067 -1.179660 0.2 0.4 0.3
H -3.240710 -1.483020 -1.172150 0.0 -0.2 0.1
H -2.967698 -2.345182 0.367823 0.0 0.0 -0.3
H -0.749087 -4.435869 -0.854905 0.2 0.5 0.3
H -0.580038 -3.789595 0.798760 0.1 0.0 -0.3
H 0.806005 -3.735375 -0.325514 -0.4 0.0 0.1
H -1.265601 -3.116804 -2.985150 0.3 0.4 0.3
H 0.343888 -2.347678 -2.957255 -0.2 0.0 0.0
H -1.116776 -1.346534 -3.174307 0.2 -0.1 0.0
C -5.245130 -1.960266 -5.128963 0.3 -0.2 -0.1
C -5.206720 -1.768881 -6.533119 -0.4 0.4 -1.2
C -6.207533 -1.042027 -7.180053 1.1 -0.7 0.0
C -7.268539 -0.489581 -6.449274 -0.1 0.1 -0.1
C -7.319795 -0.670815 -5.062145 0.6 -0.5 1.1
C -6.323497 -1.395933 -4.409136 -1.1 0.7 0.3
S -4.047468 -2.841511 -4.257691 -0.3 0.3 -1.1
H -3.254393 -3.171821 -5.330728 -0.4 0.2 0.5
H -4.384176 -2.196442 -7.104889 -0.2 0.1 0.0
H -6.161920 -0.904102 -8.262619 0.0 -0.1 0.4
H -8.051419 0.079344 -6.957961 0.3 -0.2 0.2
H -8.139157 -0.246931 -4.481174 0.2 -0.1 -0.2
H -6.360145 -1.539219 -3.329743 -0.1 0.1 -0.2
O 0.933076 1.617072 1.149097 -0.5 1.2 1.5
C 1.504468 2.487705 1.865635 1.4 0.2 -2.4
C 1.320459 2.894911 3.299895 -2.6 1.3 1.1
C 2.369406 2.358742 4.309262 0.9 2.8 2.0
C 3.451621 3.477739 4.490897 -1.4 -1.0 -0.8
C 4.147296 3.633190 3.125150 0.2 0.8 0.7
C 3.298530 4.134437 1.956542 0.0 0.6 -0.5
N 2.508984 3.126306 1.232816 0.0 0.2 0.6
H 1.167788 4.030679 3.314068 1.5 -1.2 -0.1
H 0.267636 2.797347 3.732138 1.3 -0.9 -1.0
H 1.929659 2.155825 5.305440 -0.2 0.1 -0.7
H 3.063001 1.559265 4.172534 -0.4 -1.2 -1.2
H 2.897570 4.367019 4.808524 0.6 0.2 0.0
H 4.153790 3.143906 5.255874 0.1 0.3 -0.1
H 4.870285 4.418873 3.323994 0.5 0.0 -0.4
H 4.683006 2.721163 2.833732 0.0 0.1 0.1
H 2.575201 4.884415 2.308970 0.6 0.1 -0.2
H 3.933967 4.594454 1.191614 -0.1 0.0 0.3
H 2.651594 3.003341 0.206057 -0.4 0.1 1.6
```
Forces are in eV/Å.

The LUMO energy (alpha / beta) comes out at -7.15 / -11.25 eV. For the energy above the lowest of the compared OMol25 structures with the same formula, charge and spin, the calculation gives 0.000 eV. The value obtained for the HOMO-LUMO gap (alpha / beta) is 0.2319 / 0.2019 Eh. Its net charge is +3. The value obtained for the HOMO energy (alpha / beta) is -13.46 / -16.75 eV. Its spin multiplicity is 5.